# C48H96O16

A cluster of 16 separate species, C48H96O16 in total at a distorted geometry (ωB97M-V/def2-TZVPD, the OMol25 dataset).

Calculated values
E_tot   -3090.2757 Eh
Frontier orbital gap   9.2 eV
Highest occupied orbital energy   -9.2 eV
Molar mass   929.28 g mol⁻¹

```
! RIJCOSX wB97M-V def2-TZVPD def2/J DEFGRID3
* xyz 0 1
C -3.36361 -3.19484 2.39522
C -4.66721 -2.43114 2.54838
O -5.73139 -2.90426 2.27830
C -4.59403 -0.99518 3.07858
H -2.64502 -2.97605 3.18507
H -2.95583 -2.90681 1.42628
H -3.60148 -4.25846 2.41073
H -5.12468 -0.28916 2.43980
H -3.55131 -0.67980 3.11548
H -4.87162 -0.94387 4.13140
C -5.78967 1.00992 -0.42305
C -6.88459 1.91146 0.19823
O -7.38530 2.88624 -0.39461
C -7.21616 1.60542 1.64072
H -6.07698 -0.04152 -0.41620
H -4.85853 1.09870 0.13659
H -5.56713 1.31675 -1.44502
H -7.29085 0.52556 1.76881
H -8.17242 2.02004 1.95968
H -6.51859 1.99090 2.38429
C -0.51981 -3.92709 0.35640
C -1.34794 -4.20483 -0.88225
O -2.31176 -4.93634 -0.76715
C -0.96699 -3.52961 -2.16438
H -0.69580 -2.91527 0.72160
H 0.52711 -4.05863 0.08303
H -0.86299 -4.62556 1.11960
H -1.85330 -3.59610 -2.79537
H -0.07929 -4.01701 -2.56755
H -0.71351 -2.49415 -1.93706
C -4.82935 0.25640 -4.13076
C -4.51863 -0.99145 -3.33431
O -5.22470 -1.99246 -3.30224
C -3.25529 -0.88835 -2.49858
H -4.01666 0.43907 -4.83381
H -4.96181 1.11140 -3.46780
H -5.76682 0.10044 -4.66456
H -3.27136 0.04189 -1.93070
H -2.35540 -0.83052 -3.11091
H -3.11911 -1.64903 -1.72987
C 7.66767 -3.93392 3.84879
C 6.45778 -3.08507 4.28120
O 6.38130 -2.63630 5.40407
C 5.31247 -2.94671 3.30374
H 8.51449 -3.75053 4.51014
H 8.02708 -3.66627 2.85517
H 7.26247 -4.94209 3.93535
H 4.40514 -2.71346 3.86089
H 5.00887 -3.84882 2.77257
H 5.44539 -2.10436 2.62485
C 0.16883 3.29304 -3.31452
C -1.25592 2.90912 -3.70880
O -1.49263 2.41221 -4.81735
C -2.31943 3.15805 -2.70281
H 0.65085 2.47674 -2.77656
H 0.14832 4.09374 -2.57522
H 0.72029 3.71888 -4.15277
H -3.24261 3.18417 -3.28174
H -2.13976 4.04694 -2.09808
H -2.31515 2.27963 -2.05749
C 4.46975 0.97119 -2.22681
C 5.45562 1.99169 -1.74092
O 5.43439 2.35805 -0.54458
C 6.42469 2.55910 -2.74485
H 4.33505 1.06530 -3.30436
H 3.52238 1.13554 -1.71343
H 4.88847 0.00633 -1.94078
H 7.24322 2.96990 -2.15379
H 5.90936 3.28919 -3.36896
H 6.92671 1.79962 -3.34424
C -3.74581 4.33691 1.24062
C -3.41424 3.71056 2.58499
O -4.28598 3.38267 3.36965
C -1.95210 3.42187 2.92441
H -4.57587 5.02813 1.38664
H -3.94541 3.54448 0.51930
H -2.86269 4.84799 0.85725
H -1.30162 4.26324 2.68549
H -1.51992 2.55957 2.41673
H -1.83077 3.20697 3.98610
C 1.86910 3.46448 0.74046
C 0.61608 4.19392 0.25685
O -0.40405 3.56187 0.05212
C 0.69569 5.69772 0.07090
H 2.41687 3.23743 -0.17413
H 1.61387 2.57972 1.32370
H 2.46318 4.18560 1.30185
H -0.26062 6.06423 0.44406
H 0.82016 5.84247 -1.00225
H 1.52029 6.08213 0.67119
C 1.74774 -1.77628 -3.69242
C 1.71905 -1.00888 -4.92671
O 2.66315 -1.06357 -5.70397
C 0.56149 -0.09783 -5.20456
H 1.09868 -2.65085 -3.73646
H 1.29465 -1.14698 -2.92639
H 2.69678 -2.15534 -3.31330
H 0.44751 0.26604 -6.22568
H 0.69745 0.81769 -4.62887
H -0.35064 -0.54436 -4.80869
C 1.35376 3.57931 4.65583
C 2.10653 4.67550 5.49590
O 3.29974 4.97056 5.40501
C 1.16305 5.45689 6.46319
H 0.68949 4.07167 3.94561
H 0.72338 2.97477 5.30796
H 2.07870 2.88825 4.22569
H 1.74043 6.05860 7.16511
H 0.64279 4.76052 7.12083
H 0.56878 6.20178 5.93397
C 4.16253 0.40857 1.48036
C 4.22008 0.90995 2.90293
O 3.46571 0.44165 3.70740
C 5.11191 2.13670 3.15476
H 3.80749 1.19081 0.80944
H 3.52036 -0.47198 1.46135
H 5.12696 0.08898 1.08563
H 6.13872 1.77140 3.17230
H 4.87819 2.69534 4.06107
H 5.04610 2.74008 2.24938
C 3.33044 -7.08886 -2.56120
C 2.56557 -6.27094 -1.60574
O 1.77647 -6.78886 -0.77248
C 2.72969 -4.72098 -1.80980
H 3.05507 -6.93306 -3.60427
H 3.23573 -8.13027 -2.25361
H 4.36562 -6.75204 -2.50593
H 1.98112 -4.16922 -1.24120
H 2.67217 -4.39059 -2.84693
H 3.64405 -4.35863 -1.33998
C -3.63365 -3.95360 -5.50787
C -2.72760 -2.82314 -6.11453
O -1.60677 -2.60028 -5.61680
C -3.27579 -1.97866 -7.27839
H -4.60574 -3.60913 -5.15506
H -3.10182 -4.51085 -4.73669
H -3.76285 -4.73945 -6.25208
H -4.13567 -1.42230 -6.90535
H -3.66875 -2.59107 -8.08995
H -2.46539 -1.35996 -7.66381
C 0.79640 -1.98488 4.86847
C -0.07950 -0.94847 4.16927
O -0.73528 -1.28119 3.20317
C -0.22380 0.40322 4.78548
H 1.83342 -1.85773 4.55779
H 0.47428 -3.01131 4.69305
H 0.74376 -1.73808 5.92885
H -0.36625 1.15562 4.00979
H 0.69867 0.70551 5.28123
H -1.04316 0.38182 5.50402
C 0.87890 -0.25620 0.45670
C -0.41162 0.00349 -0.28230
O -0.37485 -0.06804 -1.52244
C -1.67641 0.25864 0.50632
H 1.74709 -0.08939 -0.18088
H 0.92830 -1.25303 0.89487
H 1.00613 0.51984 1.21147
H -1.46428 0.35700 1.57094
H -2.17591 -0.70571 0.41336
H -2.26980 1.07226 0.08918
*
```